Formula: C3H4BrNO
Source: the Open Molecules 2025 dataset
Level of theory: wB97M-V/def2-TZVPD

Last column: natural (NBO) charge in e.
Atoms and positions in Å:
C1 0.4202 0.0415 0.2592  0.363
C2 3.2126 -2.5976 -0.2362  0.511
C3 -0.9729 -0.0382 -0.0580  -0.728
N1 1.5372 0.1015 0.4919  -0.370
O1 3.1260 -3.6596 0.1335  -0.511
Br1 4.6670 0.6175 0.1573  -0.287
H1 -1.5445 -0.2493 0.8435  0.262
H2 -1.2938 0.9104 -0.4835  0.263
H3 -1.1281 -0.8344 -0.7852  0.263
H4 3.2893 0.3418 0.3117  0.234

Computed properties:
HOMO energy = -9.89 eV
energy above the lowest of the compared OMol25 structures with the same formula, charge and spin = 22.29 kJ/mol
HOMO-LUMO gap = 0.3801 hartree



Formula: C6H18NO4
Source: the Open Molecules 2025 dataset
Level of theory: wB97M-V/def2-TZVPD

Last column: natural (NBO) charge in e.
Atoms and positions in Å:
C1 -1.4491 -1.5668 0.5774  -0.026
O1 -0.4878 -2.3703 1.1218  -0.954
C2 -1.1563 -0.0185 0.7864  -0.093
C3 -1.2701 0.9652 -0.3561  -0.443
C4 -0.2981 2.1584 -0.2121  0.058
C5 -0.5838 3.2248 0.5138  -0.439
C6 0.8516 2.0223 -1.1574  -0.656
N1 -1.9123 0.5534 1.9250  -0.867
H1 -2.4360 -1.5559 1.1032  0.094
H2 -1.5683 -1.8413 -0.4805  0.128
H3 -0.0967 0.0067 1.0683  0.189
H4 -2.2731 1.3952 -0.4402  0.207
H5 -1.1210 0.5178 -1.3477  0.197
H6 0.1611 3.9997 0.7245  0.171
H7 -1.4791 3.4666 1.0802  0.203
H8 0.5275 1.6949 -2.1362  0.220
H9 1.5837 1.3820 -0.6627  0.223
H10 1.3763 2.9862 -1.2370  0.203
H11 -2.6517 -0.0859 2.1934  0.348
H12 -1.3562 0.7299 2.7497  0.359
H13 1.0216 -3.2092 -1.0750  0.465
H14 0.4384 -2.1038 -0.3038  0.512
O2 0.9588 -2.2485 -1.1821  -1.037
H15 1.1094 -2.5770 1.4079  0.519
H16 2.5533 -2.7399 0.7470  0.453
O3 2.0975 -2.7367 1.5811  -1.021
H17 2.2983 0.0191 -2.1076  0.463
H18 2.3261 -1.4352 -2.3336  0.500
O4 2.8358 -0.6331 -2.5474  -0.974

Computed properties:
HOMO energy = -4.29 eV
total charge = -1
energy above the lowest of the compared OMol25 structures with the same formula, charge and spin = 134.43 kJ/mol
HOMO-LUMO gap = 0.2827 hartree



Formula: C29H24Cl2IrN6O3S
Source: the Open Molecules 2025 dataset
Level of theory: wB97M-V/def2-TZVPD

Last column: Löwdin spin population.
Atoms and positions in Å:
Ir1 0.2334 -2.0874 -0.2188  2.692
Cl1 6.1298 1.5475 -1.3291  0.055
C1 4.7311 0.9107 -0.6112  0.119
C2 4.0664 -0.1185 -1.2255  0.003
C3 2.9027 -0.6382 -0.6394  0.159
N1 2.1775 -1.6763 -1.1119  0.314
C4 2.5460 -2.4837 -2.1747  0.034
O1 3.3843 -2.2559 -3.0087  0.076
C5 1.7810 -3.7829 -2.1696  0.017
C6 2.0878 -4.7908 -3.0570  0.004
C7 1.4192 -6.0022 -2.9394  0.012
C8 0.4794 -6.1640 -1.9324  0.005
C9 0.2112 -5.1023 -1.0895  0.026
N2 0.8451 -3.9298 -1.2159  0.137
C10 2.4044 -0.0755 0.6081  0.162
C11 3.1099 0.9672 1.2211  -0.005
C12 4.2513 1.4532 0.6322  0.136
Cl2 5.1027 2.7102 1.3894  0.063
N3 1.2659 -0.6511 1.0714  0.296
C13 0.7634 -0.4442 2.3385  0.036
O2 1.1930 0.3087 3.1785  0.080
C14 -0.4486 -1.2931 2.6337  0.019
C15 -1.0891 -1.1884 3.8514  0.003
C16 -2.2018 -1.9794 4.0905  0.011
C17 -2.6409 -2.8488 3.1020  0.003
C18 -1.9537 -2.8992 1.9060  0.020
N4 -0.8752 -2.1326 1.6759  0.116
H1 4.4344 -0.5224 -2.1543  -0.001
H2 2.8459 -4.6124 -3.8067  0.001
H3 1.6373 -6.8147 -3.6193  0.001
H4 -0.0425 -7.0999 -1.7940  0.001
H5 -0.5167 -5.1815 -0.2932  0.002
H6 2.7722 1.3777 2.1583  -0.002
H7 -0.7036 -0.4888 4.5797  0.001
H8 -2.7236 -1.9179 5.0356  0.001
H9 -3.5039 -3.4820 3.2499  0.000
H10 -2.2649 -3.5587 1.1051  0.002
C19 -1.0760 4.2872 -2.1742  0.000
C20 -2.4249 3.6957 -2.5628  0.000
C21 -2.8567 2.5296 -1.6942  0.004
N5 -1.9674 1.3695 -1.9395  0.032
C22 -1.8371 0.2831 -1.2347  0.051
S1 -1.0990 -1.1142 -1.9781  0.286
N6 -2.3420 0.1497 0.0137  0.016
C23 -2.4506 1.0099 1.1560  0.001
O3 -3.2056 0.6484 2.0172  0.004
C24 -1.5418 2.1690 1.2487  0.000
C25 -1.9313 3.2290 2.0666  0.000
C26 -1.0699 4.2945 2.2606  0.000
C27 0.1885 4.2870 1.6684  0.000
C28 0.5856 3.2204 0.8716  0.000
C29 -0.2810 2.1625 0.6528  -0.001
H11 -0.8628 5.1701 -2.7738  0.000
H12 -0.2554 3.5824 -2.3301  0.000
H13 -1.0684 4.5850 -1.1235  0.000
H14 -2.4190 3.3718 -3.6089  0.000
H15 -3.2052 4.4539 -2.4898  0.000
H16 -3.8710 2.2150 -1.9490  0.001
H17 -2.8265 2.7886 -0.6392  0.000
H18 -1.5208 1.3497 -2.8494  0.004
H19 -2.6752 -0.7784 0.2345  0.000
H20 -2.9053 3.2063 2.5373  0.000
H21 -1.3717 5.1255 2.8829  0.000
H22 0.8644 5.1154 1.8332  0.000
H23 1.5714 3.2135 0.4246  0.000
H24 0.0439 1.3273 0.0425  0.000

Computed properties:
HOMO energy (alpha / beta) = -13.49 / -14.36 eV
total charge = +2
energy above the lowest of the compared OMol25 structures with the same formula, charge and spin = 0.00 kJ/mol
2S+1 = 6
expectation value of S² = 8.780
HOMO-LUMO gap (alpha / beta) = 0.2759 / 0.2080 hartree



Formula: C3H8N4O
Source: the Open Molecules 2025 dataset
Level of theory: wB97M-V/def2-TZVPD

Last column: natural (NBO) charge in e.
Atoms and positions in Å:
H1 0.9659 2.4623 -0.0762  0.360
N1 0.7777 1.6358 0.4483  -0.831
C1 1.7983 0.6675 -0.1455  0.300
N2 1.6445 -0.6621 0.0296  -0.454
N3 0.4336 -1.0803 0.7255  -0.443
C2 -0.6690 -1.0345 -0.3100  -0.322
C3 -1.9771 -0.8564 0.1740  -0.090
N4 -2.4573 0.3526 0.1974  -0.057
O1 -1.7153 1.5098 -0.0445  -0.570
H2 2.8859 0.8881 -0.8411  0.207
H3 2.4534 -1.2661 0.0666  0.411
H4 0.2921 -0.2879 1.4471  0.381
H5 -0.6543 0.0070 -0.8637  0.206
H6 -0.3712 -1.8715 -1.0977  0.222
H7 -2.6919 -1.6033 0.0772  0.204
H8 -0.7154 1.1389 0.2129  0.475

Computed properties:
SMILES = [H]/N=C/NNC/C=N\O
HOMO energy = -8.91 eV
energy above the lowest of the compared OMol25 structures with the same formula, charge and spin = 739.85 kJ/mol
HOMO-LUMO gap = 0.3448 hartree



Formula: C11H11N3NdO11S3
Source: the Open Molecules 2025 dataset
Level of theory: wB97M-V/def2-TZVPD

Last column: Löwdin spin population.
Atoms and positions in Å:
Nd1 -1.5093 1.4385 -0.2083  3.026
O1 0.0447 0.2074 4.3083  0.000
S1 -0.8248 0.1056 3.1178  0.000
O2 -2.2391 0.5632 3.3900  0.000
O3 -0.2309 0.8380 1.9531  -0.002
C1 -0.8128 -1.6517 2.5717  0.000
C2 -0.1627 -2.6130 3.4102  0.000
C3 -0.0836 -3.9328 2.9981  0.000
C4 -0.5130 -4.3816 1.7593  0.000
C5 -1.1997 -3.5144 0.9530  0.000
C6 -1.4132 -2.1819 1.3848  0.000
S2 -2.5168 -1.5836 0.0133  0.000
O4 -3.2630 -2.6804 -0.4909  0.000
O5 -3.1305 -0.4218 0.6707  -0.001
O6 -1.5794 -0.9640 -1.0308  -0.003
H1 0.3173 -2.2151 4.3255  0.000
H2 0.4273 -4.6406 3.6699  0.000
H3 -0.1678 -5.3076 1.3039  0.000
H4 -1.5296 -3.8525 -0.0153  0.000
O7 -1.9215 2.6802 -2.1464  -0.004
S3 -3.2131 3.3531 -1.7278  0.000
O8 -3.0287 4.8258 -1.5666  0.000
O9 -4.3639 3.3079 -2.6741  -0.001
O10 -3.4556 2.6084 -0.3725  -0.009
C7 3.4975 3.1324 -0.3644  0.000
N1 2.7385 2.1400 -1.2014  0.000
C8 3.2588 1.5208 -2.2915  0.000
C9 2.7030 0.3232 -2.7362  0.000
C10 1.3590 0.0021 -2.2685  0.000
N2 0.7130 0.9318 -1.5349  -0.002
C11 1.3934 1.9127 -0.8910  0.000
O11 0.8222 2.6725 -0.1041  -0.003
N3 0.7394 -1.1896 -2.4494  0.000
H5 4.4863 2.7203 -0.0802  0.000
H6 2.8109 3.3218 0.5037  0.000
H7 3.7038 4.0724 -0.9660  0.000
H8 4.0510 2.0366 -2.7487  0.000
H9 3.2622 -0.4962 -3.1824  0.000
H10 1.0534 -1.8157 -3.1916  0.000
H11 -0.2227 -1.2720 -2.0904  0.000

Computed properties:
HOMO energy (alpha / beta) = -5.25 / -5.25 eV
total charge = -1
2S+1 = 4
expectation value of S² = 3.753
HOMO-LUMO gap (alpha / beta) = 0.2376 / 0.2377 hartree



Formula: C5H9NO
Source: the Open Molecules 2025 dataset
Level of theory: wB97M-V/def2-TZVPD

Last column: natural (NBO) charge in e.
Atoms and positions in Å:
C1 -0.6116 -1.9382 0.1597  -0.658
C2 -0.6370 -0.4842 -0.0752  0.134
C3 -0.5387 0.1135 -1.3292  -0.324
C4 -0.3481 1.5574 -0.9346  -0.295
C5 -0.8427 1.6465 0.4168  -0.069
N1 -1.0401 0.3806 0.9717  -0.554
H1 0.1531 -2.4383 0.8382  0.224
H2 -1.6788 -2.1890 0.6016  0.211
H3 -0.5992 -2.4809 -0.8480  0.233
H4 -0.8262 -0.2550 -2.3748  0.245
H5 -0.1144 2.4302 -1.4525  0.213
H6 -0.8930 2.6079 0.9474  0.213
H7 -0.8461 -0.0166 1.9680  0.428
O1 3.0097 0.5513 0.7200  -0.941
H8 2.7858 0.9095 -0.1894  0.476
H9 3.0274 -0.3947 0.5804  0.465

Computed properties:
SMILES = Cc1ccc[nH]1.O
HOMO energy = -7.82 eV
energy above the lowest of the compared OMol25 structures with the same formula, charge and spin = 266.13 kJ/mol
HOMO-LUMO gap = 0.3178 hartree



Number 1: electronic energy -2820.704866 Eh. Number 2: electronic energy -595.118529 Eh. Number 3: electronic energy -3096.115924 Eh. Number 4: electronic energy -413.134255 Eh. Number 5: electronic energy -3173.915771 Eh. Number 6: electronic energy -325.836189 Eh.